No. 1
{"formula": "C31H38BClN3O7ReS3", "method": "ωB97M-V with the def2-TZVPD basis set", "lumo_ev": [2.37, 2.37], "charge": -1, "gap_ev": [5.34, 5.05], "de_lowest_ev": 0.5956, "s2": 0.755, "multiplicity": 2, "elements": ["Re", "C", "N", "C", "C", "C", "C", "C", "C", "C", "C", "H", "H", "H", "H", "H", "H", "H", "H", "H", "H", "H", "H", "N", "N", "C", "O", "O", "H", "H", "H", "C", "C", "C", "O", "B", "O", "C", "C", "C", "H", "H", "H", "H", "H", "H", "H", "H", "H", "H", "H", "H", "O", "C", "C", "C", "C", "C", "S", "C", "C", "C", "C", "S", "C", "C", "C", "C", "S", "H", "H", "H", "H", "H", "H", "H", "H", "H", "Cl", "C", "C", "O", "O", "H", "H"], "coordinates": [[-0.447, -1.198, 0.335], [-0.044, -3.458, -1.788], [-1.165, -2.773, -1.111], [-1.961, -2.107, -2.149], [-2.013, -3.803, -0.424], [-1.842, -3.777, 1.066], [-2.398, -4.786, 1.841], [-2.317, -4.728, 3.227], [-1.681, -3.642, 3.813], [-1.128, -2.641, 3.022], [-1.170, -2.665, 1.612], [-0.436, -4.159, -2.538], [0.551, -3.989, -1.052], [0.589, -2.714, -2.270], [-2.298, -2.823, -2.910], [-1.352, -1.334, -2.621], [-2.838, -1.633, -1.701], [-1.780, -4.795, -0.831], [-3.059, -3.609, -0.679], [-2.905, -5.622, 1.364], [-2.751, -5.513, 3.837], [-1.613, -3.573, 4.894], [-0.640, -1.805, 3.516], [-2.291, -0.055, 0.612], [-2.123, 1.285, 0.142], [-0.721, 1.697, 0.133], [-0.521, 2.906, 0.034], [-0.078, 0.773, -0.849], [-3.112, -0.448, 0.173], [-2.429, -0.090, 1.621], [-2.614, 1.946, 0.731], [1.754, 1.159, -5.085], [0.451, 0.805, -4.384], [-0.201, -0.372, -5.099], [0.767, 0.388, -3.050], [-0.133, 0.983, -2.187], [-1.041, 1.784, -2.847], [-0.520, 2.020, -4.162], [-1.682, 2.089, -5.138], [0.199, 3.365, -4.113], [2.360, 0.259, -5.185], [2.325, 1.886, -4.511], [1.563, 1.561, -6.083], [0.472, -1.229, -5.038], [-0.385, -0.147, -6.151], [-1.147, -0.653, -4.635], [-2.306, 1.200, -5.075], [-1.322, 2.197, -6.163], [-2.300, 2.955, -4.898], [1.015, 3.342, -3.390], [-0.513, 4.121, -3.782], [0.594, 3.651, -5.090], [-0.066, 0.935, 1.359], [0.553, 1.600, 2.447], [-0.400, 2.622, 3.051], [-0.136, 3.853, 3.567], [-1.273, 4.463, 4.170], [-2.381, 3.678, 4.108], [-2.043, 2.193, 3.327], [1.894, 2.255, 2.095], [2.375, 2.718, 0.911], [3.693, 3.243, 1.013], [4.192, 3.175, 2.275], [3.080, 2.442, 3.345], [0.833, 0.520, 3.481], [0.523, 0.510, 4.812], [1.039, -0.631, 5.482], [1.733, -1.448, 4.639], [1.763, -0.853, 3.043], [0.837, 4.315, 3.506], [-1.262, 5.447, 4.617], [-3.377, 3.894, 4.462], [1.791, 2.686, 0.007], [4.243, 3.644, 0.172], [5.160, 3.492, 2.630], [-0.049, 1.292, 5.293], [0.891, -0.835, 6.533], [2.205, -2.392, 4.865], [4.275, -3.099, 1.424], [3.741, -2.510, -0.189], [2.555, -1.545, -0.047], [2.766, -0.343, -0.086], [1.434, -2.157, 0.097], [3.464, -3.394, -0.757], [4.590, -1.999, -0.631]]}

No. 2
{"formula": "C31H38Br2F14N5O13S", "method": "ωB97M-V with the def2-TZVPD basis set", "lumo_ev": -3.18, "charge": 1, "gap_ev": 8.19, "elements": ["C", "C", "Br", "C", "Br", "N", "C", "C", "C", "C", "S", "C", "N", "N", "C", "O", "N", "C", "N", "C", "O", "F", "C", "O", "F", "C", "C", "C", "O", "O", "H", "H", "H", "H", "H", "H", "H", "H", "H", "H", "H", "H", "H", "H", "H", "H", "H", "H", "C", "C", "O", "C", "O", "C", "F", "F", "F", "H", "H", "H", "H", "H", "C", "C", "O", "C", "O", "C", "F", "F", "F", "H", "H", "H", "H", "H", "C", "C", "O", "C", "O", "C", "F", "F", "F", "H", "H", "H", "H", "H", "C", "C", "O", "C", "O", "C", "F", "F", "F", "H", "H", "H", "H", "H"], "coordinates": [[4.603, 2.926, -0.010], [4.855, 3.115, -1.502], [6.010, 4.546, -2.021], [4.280, 2.350, -2.427], [4.628, 2.705, -4.291], [3.358, 1.265, -2.033], [2.341, 1.044, -3.130], [1.318, 0.035, -2.545], [0.073, -0.130, -3.453], [-1.167, 0.497, -2.768], [-2.272, 1.375, -3.919], [-2.272, 3.053, -3.362], [-3.099, 3.951, -3.662], [-2.702, 5.116, -3.040], [-1.655, 4.815, -2.395], [-1.304, 3.521, -2.515], [2.058, -1.204, -2.324], [3.013, -1.129, -1.259], [2.426, -0.827, 0.087], [1.241, -1.595, 0.353], [0.326, -1.182, 0.979], [1.175, -2.861, -0.110], [3.399, -1.296, 1.062], [3.626, -2.442, 1.268], [4.061, -0.377, 1.765], [4.039, -0.005, -1.625], [4.988, -0.602, -2.691], [6.210, -1.187, -1.965], [6.397, -2.356, -1.846], [7.090, -0.259, -1.428], [5.297, 3.583, 0.523], [4.832, 1.907, 0.324], [3.570, 3.210, 0.224], [2.814, 1.591, -1.223], [1.881, 1.975, -3.462], [2.844, 0.503, -3.938], [1.006, 0.486, -1.579], [-0.043, -1.205, -3.639], [0.279, 0.328, -4.429], [-1.754, -0.318, -2.325], [-0.893, 1.198, -1.975], [-1.113, 5.522, -1.782], [1.458, -2.019, -2.263], [3.605, -2.057, -1.273], [4.650, 0.204, -0.739], [4.464, -1.369, -3.271], [5.372, 0.130, -3.413], [6.909, -0.176, -0.483], [-3.197, 9.585, 0.538], [-2.046, 9.219, 1.450], [-1.058, 8.441, 0.744], [-0.175, 9.131, 0.032], [-0.134, 10.317, -0.071], [0.830, 8.172, -0.617], [0.228, 7.091, -1.151], [1.720, 7.718, 0.278], [1.520, 8.754, -1.591], [-3.623, 8.690, 0.082], [-3.977, 10.102, 1.095], [-2.864, 10.232, -0.274], [-2.401, 8.592, 2.265], [-1.591, 10.103, 1.896], [0.352, -3.759, 3.176], [1.706, -3.298, 3.679], [1.570, -2.576, 4.912], [1.494, -3.320, 6.015], [1.527, -4.511, 6.047], [1.403, -2.417, 7.251], [0.549, -1.403, 7.064], [2.600, -1.883, 7.538], [0.996, -3.089, 8.321], [-0.333, -2.915, 3.090], [0.446, -4.237, 2.200], [-0.100, -4.471, 3.867], [2.149, -2.609, 2.971], [2.396, -4.134, 3.793], [-2.421, -7.925, 2.964], [-1.295, -7.640, 1.993], [-1.806, -7.444, 0.658], [-2.251, -6.230, 0.377], [-2.266, -5.300, 1.128], [-2.713, -6.167, -1.084], [-3.432, -7.236, -1.435], [-1.664, -6.110, -1.921], [-3.465, -5.090, -1.317], [-3.017, -8.771, 2.620], [-2.023, -8.151, 3.953], [-3.092, -7.070, 3.048], [-0.625, -8.496, 1.939], [-0.702, -6.782, 2.306], [-5.548, -2.755, 1.202], [-5.870, -2.769, -0.277], [-6.440, -1.510, -0.686], [-5.567, -0.555, -0.957], [-4.378, -0.672, -0.891], [-6.290, 0.717, -1.414], [-7.352, 0.989, -0.649], [-6.726, 0.589, -2.673], [-5.486, 1.779, -1.373], [-6.433, -2.492, 1.783], [-5.191, -3.733, 1.525], [-4.781, -2.014, 1.429], [-6.621, -3.530, -0.485], [-4.993, -3.008, -0.875]]}

What calculated total energy values result from the calculations? In sequence: -3653.06013, -9400.06004 Ha.